Entry 1:
{
  "formula": "C11H13BrN2",
  "method": "ωB97M-V/def2-TZVPD",
  "smiles": "Cc1ccc(C)n1[C@@]1(Br)CC=CC=N1",
  "e_lumo_ev": -0.4,
  "e_above_lowest_kcal_mol": 33.5,
  "homo_energy_ha": -0.28841,
  "symbols": ["H", "N", "C", "H", "H", "H", "C", "C", "H", "C", "H", "N", "H", "H", "C", "C", "H", "H", "C", "C", "C", "H", "H", "C", "C", "Br", "H"],
  "xyz": [[-1.92166, -3.03995, -1.44784], [-1.27364, -1.10506, -0.87878], [0.57855, 1.74753, 0.41357], [2.28471, -2.62971, -1.89232], [0.52130, 3.44418, 1.78673], [-2.48004, -0.80365, 0.51208], [1.16473, -1.07899, -0.58319], [0.05435, -2.87072, -1.81527], [1.23503, -1.51443, 0.36753], [-1.15303, -2.29090, -1.32728], [0.11770, -3.68040, -2.37318], [-0.26064, 0.64188, 0.24171], [-3.55458, 0.53546, 0.77349], [1.77435, 1.41156, -1.31257], [1.22769, -2.30723, -1.54212], [-1.15169, 1.91945, 1.81729], [-2.89709, -0.29696, 2.15112], [2.12384, 2.87920, -0.44188], [1.87200, 1.81234, -0.33170], [-1.43205, 0.83630, 1.05680], [-2.67484, 0.00791, 1.13687], [2.71451, 1.58244, 0.27050], [2.18555, -0.57448, -0.67246], [-0.11178, -0.32963, -0.75940], [0.09282, 2.50266, 1.41103], [-0.25764, 0.59580, -2.68601], [-1.58419, 2.49248, 2.59123]],
  "forces_ev_per_angstrom": [[-1.30, 0.75, 0.40], [-0.41, -1.45, -0.19], [1.17, -1.37, -0.23], [-2.21, 0.25, 0.56], [-0.22, -0.71, -0.23], [-0.64, -1.36, -0.36], [2.97, -1.17, -3.12], [2.40, 2.98, 1.55], [-0.45, -0.43, 1.86], [0.35, -0.59, -0.26], [-0.63, -3.85, -2.56], [-1.91, 0.97, 0.40], [0.07, 0.18, -0.20], [0.54, -0.44, -0.51], [1.46, 1.50, 0.76], [1.49, 1.25, -0.35], [0.15, -0.06, 0.31], [-0.51, 0.02, -0.41], [-0.65, 2.69, 0.51], [0.50, 0.50, 0.63], [0.13, 0.84, 0.52], [0.81, -1.45, 0.36], [-1.90, 0.02, -0.03], [0.02, 0.86, -0.37], [-0.09, 0.55, -0.04], [0.45, -0.08, 0.33], [-1.56, -0.39, 0.70]]
}

Entry 2:
{
  "formula": "C3H23NO7S",
  "method": "ωB97M-V/def2-TZVPD",
  "smiles": "C[C@H](N)CS.O.O.O.O.O.O.O",
  "e_lumo_ev": -0.1,
  "e_above_lowest_kcal_mol": 48.8,
  "homo_energy_ha": -0.31610,
  "symbols": ["H", "H", "C", "H", "H", "O", "H", "H", "H", "H", "H", "O", "O", "O", "O", "H", "H", "H", "H", "H", "H", "H", "O", "H", "H", "C", "N", "C", "H", "H", "O", "H", "S", "H", "H"],
  "xyz": [[-2.76883, 2.22421, 2.91864], [-0.75914, -2.29707, -3.39684], [1.67394, -1.44719, 0.21299], [1.12053, -0.51641, 0.31104], [-2.86547, 2.80482, -0.52161], [-0.00374, 2.66400, 2.17594], [3.17402, 0.10934, -0.85586], [0.35812, -4.40335, 0.85586], [-1.35738, 3.24399, -0.79576], [1.63401, 2.67989, -1.31735], [2.11096, -1.63917, 1.19026], [0.15544, -0.20211, 3.36190], [-2.10812, 3.29883, -0.20007], [-2.48963, 1.34523, -2.33798], [0.97169, 2.95616, -0.67562], [-0.77963, 0.01592, 3.37873], [-0.85404, -1.22918, 0.75985], [-3.17820, 0.70494, -2.53740], [0.83712, 2.30636, 1.87553], [-0.99688, -1.54299, -1.01173], [0.69403, -2.43456, -2.99138], [-0.49716, 2.81805, 1.35731], [-3.22037, 2.19423, 2.07679], [0.60768, -3.16877, 2.05763], [0.63945, -3.15608, -0.89666], [0.65335, -2.56032, 0.01712], [0.73907, -3.51747, 1.12540], [-0.80086, -1.98198, -0.02683], [1.39426, 3.65284, -0.16451], [-2.24583, 1.73314, -3.18271], [-0.04843, -2.94254, -3.33861], [-1.58398, -2.73370, 0.04343], [2.85296, -1.15124, -1.15322], [0.63428, 0.62644, 3.29931], [-2.95790, 2.89083, 1.46390]],
  "forces_ev_per_angstrom": [[0.36, 0.57, -0.16], [-0.05, -0.03, -0.02], [-0.46, 0.61, 0.03], [-0.01, 0.11, 0.02], [0.46, -0.33, -0.68], [0.13, 0.13, 0.03], [-0.07, 0.10, 0.12], [-0.31, -0.15, 0.66], [-0.20, -0.41, -0.33], [-0.06, -0.03, -0.04], [0.64, 0.05, -0.25], [0.23, -0.60, 0.04], [0.01, 0.83, 0.81], [0.02, 0.00, 0.05], [-0.01, -0.03, 0.00], [0.04, 0.27, -0.10], [-0.55, 0.01, -0.03], [-0.03, -0.04, -0.03], [-0.04, 0.03, -0.15], [0.19, 0.51, 0.17], [0.09, 0.00, -0.05], [-0.17, -0.17, 0.08], [-0.96, -0.69, -0.22], [-0.46, -0.10, 0.02], [1.10, 0.08, -0.09], [-2.35, -0.82, 0.64], [1.34, 0.07, -1.15], [0.73, 0.52, -0.57], [0.01, 0.13, 0.01], [-0.05, 0.00, -0.09], [0.02, 0.09, 0.01], [0.25, -0.27, 0.49], [-0.10, -0.69, 0.07], [-0.33, 0.20, 0.03], [0.62, 0.05, 0.68]]
}

Entry 3:
{
  "formula": "C8H11BrN2O2",
  "method": "ωB97M-V/def2-TZVPD",
  "smiles": "CCN/C=C/C=C\\C=C(\\Br)[N+](=O)[O-]",
  "e_lumo_ev": -0.5,
  "e_above_lowest_kcal_mol": 3.5,
  "homo_energy_ha": -0.31516,
  "symbols": ["Br", "H", "H", "O", "C", "H", "C", "H", "N", "N", "C", "C", "H", "H", "O", "C", "C", "C", "H", "C", "H", "H", "H", "H"],
  "xyz": [[-0.92489, -0.63727, 2.63018], [-1.54864, 1.95779, -0.94171], [-1.62451, -0.64250, -0.28101], [1.56634, -1.80588, 1.40074], [0.86646, 1.65931, 2.15513], [1.01155, 0.49806, -0.88547], [0.57511, 0.28446, 1.63298], [-0.58142, -3.55521, -2.57715], [-0.71569, -0.59556, -0.80125], [1.69124, -0.58282, 1.43229], [0.60344, 2.81449, 1.54571], [-0.74640, 1.75626, -0.26364], [-0.97277, 3.69796, 0.17668], [-0.11941, -2.68073, -0.49786], [2.72500, 0.01020, 1.06454], [-0.34295, 2.86691, 0.42110], [-0.03643, 0.46186, -0.34111], [-0.13365, -1.84585, -1.27840], [1.40452, 1.46110, 3.00470], [-1.03244, -2.60709, -2.33650], [-2.04672, -2.71138, -2.08318], [0.77072, 3.85547, 1.91919], [-1.21369, -2.04737, -3.22882], [0.82521, -1.61220, -1.86713]],
  "forces_ev_per_angstrom": [[1.18, 0.81, -0.76], [-0.47, -0.50, -0.51], [0.91, -0.56, -1.04], [-0.03, 1.04, 0.41], [-0.11, -1.12, -1.61], [-1.73, 0.22, 1.55], [-2.54, 0.21, -2.00], [0.08, -0.31, -0.01], [-2.27, -0.70, 0.81], [1.12, -0.33, -1.15], [-1.24, 1.44, -0.19], [1.10, 1.56, 0.42], [0.27, 0.86, 0.44], [1.06, 1.69, -0.47], [-0.74, -0.50, 0.62], [-0.54, -2.99, -0.59], [3.32, 0.42, 0.43], [-0.59, -1.91, -1.18], [1.38, 0.95, 2.43], [0.90, 1.66, 0.09], [-1.29, -0.69, 1.39], [0.54, -1.40, 0.30], [0.75, 0.58, -1.00], [-1.05, -0.43, 1.63]]
}

Entry 4:
{
  "formula": "C4H5NO2",
  "method": "ωB97M-V/def2-TZVPD",
  "smiles": "O=C=NC[C@@H]1CO1",
  "e_lumo_ev": 0.8,
  "e_above_lowest_kcal_mol": 44.8,
  "homo_energy_ha": -0.38000,
  "symbols": ["H", "O", "C", "O", "H", "C", "H", "H", "N", "H", "C", "C"],
  "xyz": [[0.52633, -1.30086, -1.58251], [1.41717, 0.73677, 0.99952], [0.87147, -0.39246, 0.33417], [-2.70052, 0.28387, 0.03881], [1.27328, 0.29421, -1.68470], [-1.74806, 0.24416, -0.64791], [-0.60830, 1.11046, 0.87246], [1.34679, -1.32210, 0.65208], [-0.78798, 0.28108, -1.38724], [-0.19423, -0.01948, 2.26444], [0.07695, 0.38060, 1.28860], [0.52709, -0.29625, -1.14772]],
  "forces_ev_per_angstrom": [[0.11, 0.09, 0.08], [0.35, 0.07, 0.02], [-0.06, -0.17, -0.16], [0.47, -0.07, -0.74], [-0.11, -0.02, 0.09], [-0.26, 0.01, -0.13], [0.03, -0.08, 0.46], [-0.24, 0.08, -0.07], [-0.63, -0.03, 0.22], [0.37, 0.14, -0.02], [-0.16, 0.10, 0.23], [0.14, -0.13, 0.02]]
}

Entry 5:
{
  "formula": "C6H9N",
  "method": "ωB97M-V/def2-TZVPD",
  "smiles": "CN1[C@@H]2C=CC[C@@H]21",
  "e_lumo_ev": 1.2,
  "e_above_lowest_kcal_mol": 72.7,
  "homo_energy_ha": -0.30683,
  "symbols": ["H", "H", "H", "H", "C", "H", "C", "H", "C", "N", "C", "H", "C", "C", "H", "H"],
  "xyz": [[2.43914, -0.94310, 1.27258], [-1.50017, 1.92692, 0.49585], [2.72384, -0.81492, -0.49111], [-0.95016, -1.93297, 0.94356], [-0.68338, -1.09514, 0.29494], [0.11246, 2.00428, -0.24615], [-1.32159, 0.57288, -1.17202], [-1.48952, 1.03989, -2.13617], [2.09630, -0.47662, 0.34006], [0.69157, -0.54615, -0.00269], [-0.19289, 0.19902, 0.82308], [0.06592, 0.27444, 1.88130], [-1.50694, -0.72530, -0.90467], [-0.72441, 1.33669, -0.00191], [-2.04561, -1.42916, -1.53107], [2.28544, 0.60922, 0.43441]],
  "forces_ev_per_angstrom": [[-0.16, -0.17, 0.02], [0.01, 0.08, -0.04], [-0.18, -0.23, 0.18], [0.50, 0.12, -0.20], [0.22, -0.18, -0.09], [-0.24, -0.04, -0.19], [-0.28, 0.02, 0.04], [-0.52, 0.04, 0.20], [0.22, -0.23, 0.13], [0.09, 0.12, 0.08], [0.04, 0.38, 0.12], [-0.15, 0.20, -0.13], [0.27, 0.15, -0.18], [-0.15, 0.13, 0.02], [0.29, 0.03, 0.01], [0.04, -0.42, 0.02]]
}

Entry 6:
{
  "formula": "C25H36CaF4N3O2",
  "method": "ωB97M-V/def2-TZVPD",
  "charge": -1,
  "e_lumo_ev": 2.7,
  "e_above_lowest_kcal_mol": 3.8,
  "homo_energy_ha": -0.15894,
  "symbols": ["C", "H", "H", "H", "C", "C", "H", "O", "C", "C", "C", "H", "H", "H", "F", "C", "C", "C", "H", "H", "H", "H", "H", "H", "C", "F", "H", "H", "H", "H", "H", "C", "H", "C", "H", "F", "C", "H", "H", "H", "C", "H", "N", "C", "H", "N", "H", "Ca", "C", "C", "H", "C", "H", "H", "H", "C", "H", "O", "H", "C", "C", "N", "C", "H", "H", "C", "H", "C", "C", "H", "F"],
  "xyz": [[-0.39511, 3.35997, 2.55885], [-0.78079, -1.82185, -3.50742], [0.20321, -3.56333, 1.31008], [1.27022, 0.46544, 3.00644], [-3.98819, 0.32471, -0.09343], [-1.59383, -1.56498, 2.06414], [-1.20082, 1.82823, -2.43420], [-0.80283, 4.45733, 0.48381], [1.69093, 2.07245, -0.92533], [-0.89881, 1.12939, -4.46034], [-0.69931, -3.56924, 0.69515], [-4.03644, 0.19762, -1.17716], [-0.23323, -2.03626, -1.84287], [-2.14975, -3.12099, -1.71361], [6.59569, 0.18513, -0.64885], [4.10002, -1.67777, 1.12432], [5.40607, -0.19367, -0.13142], [5.35737, -1.33971, 0.64336], [1.31011, -0.49381, -3.98805], [-1.24310, -2.92186, 3.71058], [-0.17041, 1.88083, -4.77095], [-0.22807, 0.85568, 3.52514], [1.55903, 2.61359, 2.01383], [6.23604, -1.92570, 0.85862], [-1.47540, -2.29220, 0.85223], [3.95739, -2.79764, 1.86628], [1.90325, -0.87838, -2.37873], [2.54017, 2.75914, -0.94292], [1.03837, 2.46627, -2.94127], [2.31186, 1.26372, -2.81975], [-2.94503, 1.49666, 2.46963], [3.00701, 0.29588, 0.09411], [1.28387, 2.75238, 3.75170], [0.99296, -0.67805, -2.94860], [-3.74288, 1.37197, 0.10132], [1.78055, -1.33893, 1.31923], [-0.84372, 3.38719, 1.08875], [-1.62771, 0.15418, -2.68940], [0.83615, 2.64989, -0.57115], [0.66077, -2.78694, -3.17420], [4.30779, 0.59011, -0.40619], [-4.99549, 0.13929, 0.29781], [0.39276, 0.52020, -2.36004], [2.99872, -0.91463, 0.85914], [-1.88562, 1.47192, -4.77685], [0.45674, 1.03475, 2.79790], [-0.38131, -3.73928, -0.33589], [-0.35113, 0.21707, 0.54125], [1.38762, 1.61332, -2.35018], [-2.96718, -0.59025, 0.52032], [-1.13474, -1.22912, 4.14925], [-2.52590, -0.52349, 1.86550], [-1.22929, 3.01544, 3.17994], [-3.80288, -2.74510, -1.25987], [-0.67811, 0.20541, -4.99861], [0.81841, 2.46234, 2.80173], [-2.46575, 0.43962, 3.80316], [-1.21397, 2.26143, 0.60776], [-2.87441, -1.59539, -2.20936], [-3.02238, 0.47994, 2.86356], [0.10197, -1.89951, -2.87181], [1.85722, 0.93206, -0.03950], [-0.91163, -1.94144, 3.35227], [0.17715, -1.99673, 3.25396], [-1.28806, -4.44453, 0.99576], [-2.34130, -1.69443, -0.09697], [-0.15139, 4.37852, 2.85860], [-2.80477, -2.31264, -1.38752], [-0.88879, 0.91613, -2.94842], [-4.07402, 0.30626, 3.11636], [4.50409, 1.67642, -1.20094]],
  "forces_ev_per_angstrom": [[0.03, -0.03, -0.03], [0.01, 0.01, 0.00], [0.01, 0.00, -0.01], [0.01, 0.00, 0.00], [0.05, -0.02, 0.02], [0.01, -0.27, 0.14], [-0.01, 0.00, 0.00], [0.00, -0.01, -0.03], [0.11, -0.03, -0.01], [0.00, 0.01, -0.03], [-0.01, 0.02, 0.01], [0.01, 0.00, 0.00], [-0.01, -0.04, -0.02], [0.01, 0.01, 0.01], [0.00, 0.02, -0.01], [0.07, -0.02, -0.01], [0.02, -0.08, 0.04], [-0.02, 0.06, -0.03], [-0.01, -0.02, -0.01], [0.00, 0.00, 0.00], [0.01, 0.00, 0.02], [0.00, -0.03, -0.01], [0.01, -0.01, -0.01], [0.00, -0.01, 0.00], [0.04, 0.07, 0.07], [-0.02, 0.01, 0.00], [0.02, 0.03, -0.01], [0.01, 0.00, -0.01], [-0.03, -0.01, 0.01], [0.00, -0.01, -0.01], [0.00, 0.01, 0.01], [0.01, -0.17, 0.08], [0.02, -0.02, -0.01], [-0.02, -0.01, 0.06], [-0.01, 0.01, -0.01], [0.01, 0.05, -0.01], [-0.07, 0.11, 0.08], [-0.03, 0.01, 0.02], [-0.03, 0.00, -0.01], [-0.01, -0.01, -0.01], [0.01, 0.02, -0.05], [0.00, 0.00, 0.01], [0.08, 0.09, -0.02], [-0.04, 0.07, -0.04], [0.00, 0.00, -0.01], [-0.02, 0.05, 0.06], [-0.01, 0.00, -0.01], [0.04, -0.16, -0.34], [-0.04, 0.00, 0.05], [-0.07, 0.11, 0.26], [0.00, 0.02, -0.01], [-0.13, -0.02, -0.21], [0.01, -0.01, 0.00], [-0.02, 0.00, -0.01], [-0.01, 0.00, 0.00], [-0.04, 0.03, 0.04], [0.01, 0.00, 0.00], [-0.04, 0.06, -0.06], [0.00, 0.00, -0.01], [0.00, 0.02, -0.02], [0.05, 0.03, 0.04], [0.07, 0.12, 0.05], [-0.01, -0.01, -0.05], [0.00, 0.00, 0.00], [0.00, -0.01, 0.00], [-0.04, -0.05, 0.01], [0.00, 0.01, -0.02], [0.03, 0.00, 0.02], [0.02, 0.00, 0.04], [0.00, 0.00, 0.00], [0.00, 0.00, 0.00]]
}

Entry 7:
{
  "formula": "C2H4OS",
  "method": "ωB97M-V/def2-TZVPD",
  "e_lumo_ev": [-1.2, -1.2],
  "e_above_lowest_kcal_mol": 154.2,
  "homo_energy_ha": [-0.31376, -0.31362],
  "symbols": ["O", "C", "H", "C", "H", "S", "H", "H"],
  "xyz": [[0.32090, -0.35226, 0.27761], [-0.72179, -0.14594, 0.94898], [-1.51516, 0.55166, 0.46614], [0.53333, 0.21723, -1.07000], [0.59706, 1.37484, -0.81446], [-0.57425, -1.76882, 3.37588], [1.62240, 0.06816, -1.48238], [-0.26250, 0.05513, -1.70176]],
  "forces_ev_per_angstrom": [[0.59, -0.55, -1.11], [-1.09, -0.05, 1.14], [1.08, -0.68, 0.03], [3.92, 4.37, 2.02], [-0.44, -2.17, -0.84], [-0.09, 0.58, -0.82], [-2.40, -0.68, 0.95], [-1.57, -0.83, -1.38]]
}

Entry 8:
{
  "formula": "C6H5BrF3N3O",
  "method": "ωB97M-V/def2-TZVPD",
  "smiles": "NC(=O)[C@@]1(C(F)(F)F)C=N[C@@H](Br)C=N1",
  "e_lumo_ev": -0.1,
  "e_above_lowest_kcal_mol": 14.4,
  "homo_energy_ha": -0.34331,
  "symbols": ["N", "N", "H", "Br", "C", "F", "C", "C", "F", "H", "N", "C", "H", "O", "H", "C", "F", "H", "C"],
  "xyz": [[-0.25023, -0.02726, -0.93661], [-1.85389, -1.14321, 1.29538], [-1.95901, 0.53204, -1.68867], [-4.15475, 0.01424, 0.13522], [0.78333, -2.21081, -0.19191], [1.78458, -2.31171, -1.07315], [-2.41673, -0.88018, -0.01162], [-1.51792, -0.13007, -0.95503], [-0.24394, -2.79298, -0.85862], [2.53417, 1.83137, 0.22792], [1.71915, 1.31742, 0.06416], [1.61308, 0.07764, 0.59260], [1.07737, 1.74599, -0.55577], [2.35128, -0.40178, 1.39644], [-2.71213, -1.77798, -0.43484], [-0.63807, -1.07314, 1.48901], [1.02049, -2.89924, 0.90413], [-0.04243, -0.78643, 2.24998], [0.48994, -0.72422, 0.02895]],
  "forces_ev_per_angstrom": [[-0.62, -0.49, -0.36], [-0.50, 0.59, 0.73], [-0.62, -0.17, -0.07], [0.33, 0.15, 0.16], [-0.13, 1.20, -2.20], [1.10, -0.44, 0.28], [0.79, 0.69, 0.33], [0.33, 0.79, -0.24], [-0.57, -0.05, 0.64], [1.24, 0.63, 0.64], [-0.13, -0.11, 0.33], [-0.60, 0.27, -1.86], [-0.67, -0.31, -0.56], [1.27, -0.50, 1.51], [-0.33, -1.88, -0.87], [0.37, 1.69, -5.60], [0.35, -0.22, 0.06], [1.37, -0.30, 3.48], [-2.98, -1.54, 3.59]]
}

Entry 9:
{
  "formula": "CH2FNO2",
  "method": "ωB97M-V/def2-TZVPD",
  "e_lumo_ev": [-3.0, -2.3],
  "e_above_lowest_kcal_mol": 119.9,
  "homo_energy_ha": [-0.39139, -0.41420],
  "symbols": ["H", "F", "C", "H", "O", "O", "N"],
  "xyz": [[-0.01560, -1.75408, 0.05130], [2.71006, -1.18711, -0.04921], [0.81162, 1.24220, -0.00900], [-0.33810, 1.40612, -0.24519], [0.05676, -0.90168, 0.49223], [1.60783, 2.08740, 0.20542], [0.80850, 0.00449, -0.23920]],
  "forces_ev_per_angstrom": [[0.61, 0.11, -1.00], [-1.12, 0.88, -0.11], [-3.02, 4.53, 1.26], [0.89, 0.64, 0.36], [0.57, 3.10, 0.19], [0.83, 0.55, -0.02], [1.25, -9.81, -0.69]]
}